13
Properties=species:S:1:pos:R:3 method="wB97M-V/def2-TZVPD" energy_ha=-249.30212 total_charge=0 e_lumo_ev=0.914 relative_energy_kcal_mol=107.4
C 1.201 -0.190 0.552
C 0.934 0.973 -0.361
C 0.337 -0.664 -0.568
C -1.072 -0.222 -0.518
N -1.765 0.007 0.729
C -0.253 0.930 -1.119
H 2.237 -0.529 0.514
H 0.770 -0.241 1.551
H 1.769 1.603 -0.678
H 0.726 -1.276 -1.372
H -1.719 -0.699 -1.256
H -1.538 -0.648 1.468
H -1.629 0.955 1.059